Computed, not measured: C2H3ClN2 in the gas phase at a distorted geometry, with ωB97M-V/def2-TZVPD.

Energy above the lowest of the compared OMol25 structures with the same formula, charge and spin: 101.1 kcal/mol
Gap between HOMO and LUMO: 8.572 eV

The geometry in ORCA input format:
```
! wB97M-V def2-TZVPD RIJCOSX def2/J DEFGRID3
* xyz 0 1
C 0.054 -0.512 0.090
C 1.403 0.158 -0.105
N -1.070 -0.125 0.241
N -2.255 0.068 0.591
Cl -3.446 -0.526 -0.378
H 2.140 -0.404 0.346
H 1.461 1.062 0.397
H 1.714 0.280 -1.181
*
```

What are the Löwdin partial charges on each atom? They are as follows, in elementary charge units: atom 1 (C): -0.006, atom 2 (C): -0.060, atom 3 (N): -0.144, atom 4 (N): -0.518, atom 5 (Cl): 0.546, atom 6 (H): 0.030, atom 7 (H): 0.050, atom 8 (H): 0.103

***

Computed, not measured: 2 unconnected molecules or ions with the total composition C2H3ClN2O at a distorted geometry, with ωB97M-V/def2-TZVPD.

Energy above the lowest of the compared OMol25 structures with the same formula, charge and spin: 69.4 kcal/mol
SMILES string: O/N=C/Cl.C#N
Gap between HOMO and LUMO: 10.785 eV

The geometry in ORCA input format:
```
! wB97M-V def2-TZVPD RIJCOSX def2/J DEFGRID3
* xyz 0 1
C 1.281 1.652 -0.252
C -1.232 -0.447 0.421
N 0.870 2.679 -0.099
N -0.492 -1.058 -0.404
O 0.799 -1.294 -0.117
Cl -2.850 -0.224 0.158
H 1.352 0.621 -0.139
H -0.849 -0.076 1.319
H 1.122 -1.853 -0.886
*
```

What are the Löwdin partial charges on each atom? They are as follows, in elementary charge units: atom 1 (C): -0.090, atom 2 (C): -0.706, atom 3 (N): 0.071, atom 4 (N): -0.113, atom 5 (O): -0.093, atom 6 (Cl): 0.715, atom 7 (H): 0.000, atom 8 (H): 0.065, atom 9 (H): 0.150

***

Computed, not measured: a molecular structure, C2H3ClN3OP3 at a distorted geometry, with ωB97M-V/def2-TZVPD.

<S²>: 2.013
Energy above the lowest of the compared OMol25 structures with the same formula, charge and spin: 50.2 kcal/mol
Gap between HOMO and LUMO (alpha / beta): 5.181 / 5.276 eV

The geometry in ORCA input format:
```
! wB97M-V def2-TZVPD RIJCOSX def2/J DEFGRID3
* xyz 0 3
C -0.313 1.482 0.103
C -0.023 0.534 -0.766
N 5.283 -0.484 0.571
N 2.791 -1.118 0.624
N 3.785 0.317 -1.492
O 1.246 0.101 -1.239
P 5.317 0.017 -0.977
P 4.214 -1.373 1.378
P 2.624 0.000 -0.508
Cl 3.388 2.163 1.175
H -1.364 1.640 0.360
H 0.279 2.365 0.658
H -0.844 -0.028 -1.223
*
```

What are the Löwdin partial charges on each atom? They are as follows, in elementary charge units: atom 1 (C): 0.016, atom 2 (C): -0.212, atom 3 (N): -0.531, atom 4 (N): -0.474, atom 5 (N): -0.457, atom 6 (O): -0.207, atom 7 (P): 0.744, atom 8 (P): 0.629, atom 9 (P): 0.469, atom 10 (Cl): -0.267, atom 11 (H): 0.061, atom 12 (H): 0.108, atom 13 (H): 0.120

***

Computed, not measured: 2 unconnected molecules or ions with the total composition C2H3ClNO3 at a distorted geometry, with ωB97M-V/def2-TZVPD.

Energy above the lowest of the compared OMol25 structures with the same formula, charge and spin: 47.8 kcal/mol
Gap between HOMO and LUMO (alpha / beta): 6.435 / 6.433 eV

The geometry in ORCA input format:
```
! wB97M-V def2-TZVPD RIJCOSX def2/J DEFGRID3
* xyz -1 1
C -1.747 0.462 0.227
C 0.737 -0.590 -0.004
N -0.863 0.935 -0.893
O -2.527 -0.205 -0.463
O -1.631 0.715 1.382
O 0.164 0.131 -1.034
Cl 3.303 0.959 0.295
H 1.696 0.069 0.068
H 0.829 -1.591 -0.388
H 0.037 -0.885 0.808
*
```

What are the Löwdin partial charges on each atom? They are as follows, in elementary charge units: atom 1 (C): -0.807, atom 2 (C): -0.138, atom 3 (N): 0.265, atom 4 (O): 0.068, atom 5 (O): 0.085, atom 6 (O): -0.091, atom 7 (Cl): -0.426, atom 8 (H): -0.147, atom 9 (H): 0.088, atom 10 (H): 0.102

***

Computed, not measured: 2 unconnected molecules or ions with the total composition C2H3ClO at a distorted geometry, with ωB97M-V/def2-TZVPD.

Energy above the lowest of the compared OMol25 structures with the same formula, charge and spin: 112.9 kcal/mol
Gap between HOMO and LUMO: 9.862 eV

The geometry in ORCA input format:
```
! wB97M-V def2-TZVPD RIJCOSX def2/J DEFGRID3
* xyz 0 1
C 0.493 0.256 0.150
C -0.576 -0.324 -0.518
H -0.164 0.664 0.999
H 0.574 1.269 -0.355
H -1.241 -1.527 0.495
O -1.002 0.396 -1.610
Cl 1.918 -0.733 0.839
*
```

What are the Löwdin partial charges on each atom? They are as follows, in elementary charge units: atom 1 (C): -0.628, atom 2 (C): -0.276, atom 3 (H): 0.117, atom 4 (H): 0.122, atom 5 (H): 0.246, atom 6 (O): -0.079, atom 7 (Cl): 0.498

***

Computed, not measured: C2H3ClO in the gas phase at a distorted geometry, with ωB97M-V/def2-TZVPD.

Energy above the lowest of the compared OMol25 structures with the same formula, charge and spin: 6.2 kcal/mol
SMILES string: CC(=O)Cl
Gap between HOMO and LUMO: 11.401 eV

The geometry in ORCA input format:
```
! wB97M-V def2-TZVPD RIJCOSX def2/J DEFGRID3
* xyz 0 1
C -1.635 0.547 -0.008
C -0.165 0.087 -0.008
O -2.050 1.726 -0.116
Cl -2.881 -0.727 0.060
H 0.055 -0.126 -0.985
H 0.577 0.719 0.421
H -0.223 -0.907 0.552
*
```

What are the Löwdin partial charges on each atom? They are as follows, in elementary charge units: atom 1 (C): -0.764, atom 2 (C): -0.054, atom 3 (O): -0.021, atom 4 (Cl): 0.625, atom 5 (H): 0.046, atom 6 (H): 0.075, atom 7 (H): 0.093

***

Computed, not measured: a molecular structure, C2H3ClO2 at a distorted geometry, with ωB97M-V/def2-TZVPD.

Energy above the lowest of the compared OMol25 structures with the same formula, charge and spin: 81.4 kcal/mol
Gap between HOMO and LUMO: 9.420 eV

The geometry in ORCA input format:
```
! wB97M-V def2-TZVPD RIJCOSX def2/J DEFGRID3
* xyz 0 1
C 0.348 -0.320 0.892
C -0.337 0.398 -0.979
O 1.009 -0.622 -0.211
O -0.544 0.677 0.412
Cl -0.052 1.641 -2.025
H -0.331 -1.184 1.340
H 0.910 -0.156 1.773
H -1.004 -0.433 -1.201
*
```

What are the Löwdin partial charges on each atom? They are as follows, in elementary charge units: atom 1 (C): -0.399, atom 2 (C): -0.600, atom 3 (O): -0.078, atom 4 (O): -0.115, atom 5 (Cl): 0.835, atom 6 (H): 0.138, atom 7 (H): 0.100, atom 8 (H): 0.118

***

Computed, not measured: C2H3ClO2 in the gas phase at a distorted geometry, with ωB97M-V/def2-TZVPD.

Energy above the lowest of the compared OMol25 structures with the same formula, charge and spin: 28.8 kcal/mol
SMILES string: O=C[C@@H](O)Cl
Gap between HOMO and LUMO: 10.471 eV

The geometry in ORCA input format:
```
! wB97M-V def2-TZVPD RIJCOSX def2/J DEFGRID3
* xyz 0 1
C -0.820 -0.888 -0.353
C 0.167 0.468 -0.090
O -1.231 -1.535 -1.293
O 0.576 0.359 1.210
Cl 1.531 0.461 -1.250
H -0.438 1.361 -0.286
H -1.116 -1.162 0.679
H 1.332 0.936 1.382
*
```

What are the Löwdin partial charges on each atom? They are as follows, in elementary charge units: atom 1 (C): -0.186, atom 2 (C): -0.719, atom 3 (O): 0.057, atom 4 (O): -0.078, atom 5 (Cl): 0.609, atom 6 (H): 0.101, atom 7 (H): 0.113, atom 8 (H): 0.102

***

Computed, not measured: a molecular structure, C2H3ClO2P at a distorted geometry, with ωB97M-V/def2-TZVPD.

Energy above the lowest of the compared OMol25 structures with the same formula, charge and spin: 99.3 kcal/mol
Gap between HOMO and LUMO: 6.914 eV

The geometry in ORCA input format:
```
! wB97M-V def2-TZVPD RIJCOSX def2/J DEFGRID3
* xyz -1 1
C 2.049 0.237 -0.068
C -1.354 0.786 0.211
O 1.933 1.401 -0.107
O 2.670 -0.756 -0.094
P -0.181 -0.492 0.236
Cl -3.020 0.201 -0.217
H -1.089 1.507 -0.573
H -0.318 -1.593 -0.662
H -0.689 -1.292 1.274
*
```

What are the Löwdin partial charges on each atom? They are as follows, in elementary charge units: atom 1 (C): -0.734, atom 2 (C): -0.992, atom 3 (O): 0.057, atom 4 (O): 0.039, atom 5 (P): 0.675, atom 6 (Cl): 0.220, atom 7 (H): -0.071, atom 8 (H): -0.100, atom 9 (H): -0.094

***

Computed, not measured: C2H3ClO2S in the gas phase at a distorted geometry, with ωB97M-V/def2-TZVPD.

Energy above the lowest of the compared OMol25 structures with the same formula, charge and spin: 38.3 kcal/mol
Gap between HOMO and LUMO: 9.911 eV

The geometry in ORCA input format:
```
! wB97M-V def2-TZVPD RIJCOSX def2/J DEFGRID3
* xyz 0 1
C 0.575 -0.816 -0.198
C 0.271 0.722 -0.142
O -2.090 -0.668 0.220
O 0.044 1.309 1.090
S -1.120 -0.391 -0.836
Cl 1.172 1.730 -1.279
H 0.957 -1.162 -1.120
H 0.738 -1.461 0.642
H -0.548 0.738 1.622
*
```

What are the Löwdin partial charges on each atom? They are as follows, in elementary charge units: atom 1 (C): -0.245, atom 2 (C): -1.013, atom 3 (O): -0.554, atom 4 (O): -0.050, atom 5 (S): 0.949, atom 6 (Cl): 0.667, atom 7 (H): 0.040, atom 8 (H): 0.093, atom 9 (H): 0.113